Entry 1:
{
  "formula": "CH4",
  "method": "wB97M-V/def2-TZVPD",
  "smiles": "C",
  "gap_ev": 14.6408,
  "elements": ["C", "H", "H", "H", "H"],
  "xyz": [[-0.01142, -0.00152, -0.00268], [-0.50478, -0.76549, -0.59484], [0.03256, 0.94950, -0.53754], [1.00881, -0.33150, 0.19402], [-0.52517, 0.14901, 0.94105]],
  "atomic_forces_ev_per_a": [[0.4, 0.2, 0.0], [-0.2, 0.1, -0.1], [-0.1, -0.2, 0.0], [0.0, 0.0, 0.0], [-0.1, -0.1, 0.1]],
  "lowdin_charge": [-0.052, 0.012, 0.016, 0.013, 0.011]
}

Entry 2:
{
  "formula": "C2H3BrO2",
  "method": "wB97M-V/def2-TZVPD",
  "smiles": "O=COCBr",
  "gap_ev": 11.1402,
  "elements": ["C", "C", "O", "O", "Br", "H", "H", "H"],
  "xyz": [[-1.17131, 0.51487, -0.45559], [0.74274, -0.35319, 0.57011], [-1.39502, -0.51374, -0.97196], [-0.14062, 0.77684, 0.35644], [2.41523, -0.23797, -0.52185], [-1.94785, 1.39729, -0.52349], [1.15099, -0.35323, 1.47546], [0.34585, -1.23086, 0.07088]],
  "atomic_forces_ev_per_a": [[-2.1, 2.5, 0.6], [-1.0, 0.9, -5.4], [-0.2, -1.8, -1.1], [1.3, -0.7, 0.7], [-0.3, 0.4, 0.1], [1.8, -1.1, 0.3], [0.8, -0.1, 3.9], [-0.4, -0.1, 1.0]],
  "lowdin_charge": [-0.386, -0.466, 0.091, -0.076, 0.594, 0.180, 0.011, 0.052]
}

Entry 3:
{
  "formula": "C10H17IO",
  "method": "wB97M-V/def2-TZVPD",
  "gap_ev": 9.1560,
  "elements": ["C", "C", "C", "C", "C", "C", "C", "C", "C", "C", "O", "I", "H", "H", "H", "H", "H", "H", "H", "H", "H", "H", "H", "H", "H", "H", "H", "H", "H"],
  "xyz": [[-1.88008, 0.21167, -2.02129], [-2.05248, 0.23222, -0.73833], [-0.55460, 3.07919, 0.95175], [-0.95292, 1.60835, 1.35138], [0.16390, 2.73354, -0.43067], [-0.32439, 0.71173, 0.30557], [2.17743, -3.00505, 0.60556], [0.16914, -0.58848, 0.69397], [1.17421, -2.64819, -0.49177], [0.76370, -1.14789, -0.62879], [0.53820, 1.42332, -0.43706], [-3.72545, -0.53197, 0.24995], [-2.67274, 0.09648, -2.76452], [-0.87983, 0.61076, -2.36326], [-1.35424, 3.68508, 0.82412], [-0.01468, 3.49674, 1.80164], [-0.54976, 1.31410, 2.30867], [-1.98306, 1.58947, 1.47032], [-0.60428, 2.76018, -1.19793], [1.04770, 3.36229, -0.44360], [1.83854, -2.44047, 1.48225], [3.25030, -2.70853, 0.46971], [2.25509, -4.11974, 0.83652], [1.05728, -0.50580, 1.40572], [-0.69350, -1.28515, 0.88681], [0.20865, -3.21861, -0.40135], [1.70365, -3.05152, -1.36895], [1.72517, -0.54164, -0.81517], [0.16905, -1.12207, -1.54123]],
  "atomic_forces_ev_per_a": [[0.5, 1.4, -2.0], [2.9, 0.2, 2.2], [2.3, -3.8, 0.1], [1.8, 1.3, 0.2], [-1.0, 2.7, 1.8], [-4.7, 0.6, 0.2], [0.3, -0.4, 1.3], [0.8, -2.2, -1.8], [0.2, -0.6, -0.6], [3.4, -1.1, 0.2], [0.9, -1.7, 0.3], [0.1, 0.2, 0.0], [0.3, -0.4, 0.1], [-1.1, -0.5, 0.1], [-2.7, 1.7, -0.7], [0.8, 0.2, -0.6], [0.3, 0.1, 0.5], [-1.9, -0.7, -0.1], [0.2, 1.2, -0.4], [0.0, 0.1, -1.2], [0.3, -0.6, 0.4], [-1.0, 0.1, -0.5], [-0.5, 1.4, -0.2], [-1.6, -0.3, -0.3], [1.0, 0.8, 0.9], [1.0, 0.2, 0.2], [-0.8, 0.5, -0.5], [-1.4, -0.9, 0.0], [-0.3, 0.5, 0.5]],
  "lowdin_charge": [-0.154, -0.706, -0.072, -0.127, -0.156, -0.428, -0.137, -0.143, -0.270, -0.204, -0.056, 0.810, 0.055, 0.081, 0.062, 0.107, 0.114, 0.041, 0.123, 0.129, 0.044, 0.080, 0.089, 0.153, 0.125, 0.118, 0.097, 0.139, 0.086]
}

Entry 4:
{
  "formula": "C11H19BO",
  "method": "wB97M-V/def2-TZVPD",
  "gap_ev": [7.5317, 7.5372],
  "elements": ["B", "C", "C", "C", "C", "C", "C", "C", "C", "C", "C", "C", "O", "H", "H", "H", "H", "H", "H", "H", "H", "H", "H", "H", "H", "H", "H", "H", "H", "H", "H", "H"],
  "xyz": [[0.70916, 0.49616, -0.11971], [4.11155, 0.23948, 1.00088], [3.38937, -0.09244, -0.01407], [-1.96233, -0.09774, 1.68349], [-2.15606, -0.29259, -1.42889], [-0.62227, -0.80256, 1.58362], [-1.03892, -1.24906, -0.91474], [-1.95053, 1.36090, 1.30501], [-1.79554, 1.15300, -1.34608], [-0.01045, -0.89036, 0.18063], [-1.31111, 1.78824, -0.05988], [3.71172, -0.84414, -1.19395], [0.15208, 1.67989, -0.04562], [5.21381, -0.13523, 1.07642], [3.69864, 0.65279, 1.98829], [-2.65076, -0.59000, 0.95254], [-2.28188, -0.16748, 2.69987], [-2.27873, -0.56523, -2.44379], [-3.15957, -0.38661, -0.93709], [0.17959, -0.43760, 2.32777], [-0.71367, -1.88395, 1.76360], [-1.53352, -2.20576, -0.68601], [-0.54174, -1.57137, -1.89082], [-2.93311, 1.71116, 1.00871], [-1.40026, 1.98339, 2.08464], [-0.89513, 1.25745, -1.93891], [-2.64408, 1.80979, -1.73329], [0.60920, -1.77962, 0.11861], [-1.37596, 2.88515, -0.02772], [4.82829, -1.05019, -1.29025], [3.05510, -1.68556, -1.47883], [3.59713, -0.28994, -2.22446]],
  "atomic_forces_ev_per_a": [[2.3, -1.7, 1.2], [2.0, -0.3, 3.2], [-4.2, 1.0, -0.7], [0.2, -0.3, -1.4], [-0.6, -0.2, 2.2], [1.5, -0.8, 0.6], [-0.7, -1.0, -1.8], [1.7, 1.3, -1.1], [-0.6, 1.9, -0.8], [-0.4, 0.8, -1.6], [0.7, 0.0, 1.7], [1.5, 0.3, -4.2], [0.7, -0.2, 0.0], [-1.7, 0.7, -0.2], [0.7, -0.3, -1.8], [0.3, 0.0, 1.2], [-0.7, -0.3, 0.6], [-0.5, 0.0, -1.1], [0.8, -0.5, -0.3], [-1.3, -0.3, -1.0], [-0.5, 0.3, 0.8], [0.0, 0.2, 0.5], [0.2, 0.7, 1.3], [-0.7, 0.2, 1.2], [-1.2, -0.5, -0.8], [-0.2, 0.6, -0.9], [1.1, -0.9, 0.1], [0.7, 0.4, 0.3], [-0.6, -0.4, -0.6], [-1.1, -0.6, 0.5], [0.5, -0.1, 0.9], [-0.1, -0.1, 2.0]],
  "lowdin_charge": [-0.124, -0.110, -0.276, -0.187, -0.203, -0.165, -0.159, -0.118, -0.153, -0.256, -0.264, -0.206, 0.087, 0.078, 0.061, 0.110, 0.105, 0.094, 0.118, 0.151, 0.119, 0.117, 0.133, 0.118, 0.150, 0.121, 0.150, 0.118, 0.151, 0.083, 0.062, 0.096]
}

Entry 5:
{
  "formula": "C22H22Cl2N6O3",
  "method": "wB97M-V/def2-TZVPD",
  "smiles": "COc1ccc(N/C(=N/c2nc(C)cc(C)n2)NC(=O)Nc2ccc(Cl)c(Cl)c2)c(OC)c1",
  "gap_ev": 7.9112,
  "elements": ["C", "H", "O", "C", "C", "C", "C", "C", "C", "H", "O", "C", "H", "H", "H", "N", "C", "N", "C", "N", "C", "C", "C", "N", "C", "H", "H", "H", "H", "C", "H", "H", "H", "N", "C", "O", "N", "C", "C", "C", "C", "C", "C", "H", "H", "Cl", "Cl", "H", "H", "H", "H", "H", "H", "H", "H"],
  "xyz": [[0.44072, 8.11541, -1.74264], [-0.31086, 8.24668, -0.95767], [0.18206, 6.97114, -2.51899], [0.18248, 5.75612, -1.89881], [0.41799, 5.54442, -0.54887], [0.39181, 4.25700, -0.03475], [0.13266, 3.17005, -0.85147], [-0.10816, 3.38275, -2.22701], [-0.08087, 4.66636, -2.73360], [-0.25888, 4.87209, -3.77581], [-0.35596, 2.26113, -2.96325], [-0.60488, 2.39787, -4.34045], [0.25167, 2.83713, -4.86113], [-0.77202, 1.38632, -4.70677], [-1.49553, 3.00540, -4.52858], [0.08929, 1.84714, -0.41526], [0.27243, 1.34801, 0.81109], [0.53508, 2.10657, 1.83131], [0.73075, 1.67431, 3.09355], [0.98924, 2.63967, 3.97923], [1.19214, 2.29925, 5.23545], [1.14234, 0.96511, 5.65201], [0.86994, 0.01328, 4.68472], [0.66693, 0.36590, 3.42065], [0.78753, -1.45109, 4.99180], [-0.19662, -1.83189, 4.72178], [0.96067, -1.63233, 6.04857], [1.53220, -1.99409, 4.41110], [1.30897, 0.69195, 6.68138], [1.47922, 3.40130, 6.20352], [0.72732, 3.41329, 6.99082], [2.45207, 3.24792, 6.66764], [1.47242, 4.35238, 5.68055], [0.16864, -0.03458, 0.94885], [-0.09589, -0.97068, -0.01124], [-0.29156, -0.71876, -1.18404], [-0.11196, -2.24005, 0.52457], [-0.34157, -3.45139, -0.11810], [-0.60420, -3.54134, -1.48226], [-0.82466, -4.77838, -2.06322], [-0.78688, -5.93928, -1.29670], [-0.52506, -5.84829, 0.06213], [-0.30451, -4.61849, 0.64700], [-0.10165, -4.56170, 1.70631], [-0.49583, -6.74800, 0.65557], [-1.06128, -7.48010, -2.01845], [-1.14737, -4.86612, -3.75097], [-0.63554, -2.64876, -2.08416], [0.06680, -2.31171, 1.51658], [0.33408, -0.27277, 1.95606], [-0.11264, 1.16117, -1.14700], [0.57305, 4.07913, 1.01184], [0.62340, 6.36393, 0.11958], [1.43620, 8.07651, -1.28899], [0.39188, 8.95678, -2.43232]],
  "atomic_forces_ev_per_a": [[0.0, 0.1, 0.1], [0.0, 0.0, 0.0], [-0.1, -0.3, -0.2], [0.0, -0.2, 0.2], [0.0, 0.4, -0.3], [0.0, -0.2, -0.1], [0.1, 0.5, 0.0], [0.1, 0.1, 0.2], [0.0, 0.0, -0.1], [0.0, 0.0, -0.1], [0.1, 0.1, 0.5], [-0.1, 0.0, -0.3], [0.0, 0.0, 0.0], [0.0, 0.1, 0.0], [0.0, 0.0, 0.0], [-0.2, -0.7, -0.5], [-0.1, -0.5, 0.0], [-0.1, 0.4, -0.5], [0.0, -0.5, 0.3], [0.1, 0.5, 0.1], [0.0, -0.2, 0.1], [-0.1, -0.2, -0.3], [0.1, 0.2, 0.5], [0.0, 0.1, 0.0], [0.0, 0.1, 0.1], [-0.1, 0.0, 0.0], [0.0, -0.1, 0.1], [0.0, 0.0, 0.0], [0.0, 0.0, 0.1], [0.0, 0.0, 0.0], [0.0, 0.0, 0.1], [0.1, 0.0, 0.1], [0.0, 0.0, 0.0], [0.1, 0.4, 0.3], [0.0, -0.1, 0.1], [-0.1, -0.1, -0.3], [0.1, 0.2, 0.4], [-0.1, -0.4, -0.4], [0.0, 0.1, 0.0], [0.0, -0.2, 0.3], [0.0, 0.1, -0.1], [0.0, 0.1, -0.1], [0.0, 0.1, -0.1], [0.0, 0.0, 0.1], [0.0, -0.1, 0.0], [0.0, -0.2, 0.0], [0.0, 0.1, -0.2], [0.0, 0.0, 0.0], [0.0, 0.1, -0.2], [-0.1, -0.2, -0.4], [0.1, 0.1, 0.3], [0.0, 0.1, 0.0], [0.0, 0.1, 0.0], [0.0, 0.0, 0.0], [0.0, 0.0, 0.1]],
  "lowdin_charge": [-0.093, 0.095, -0.087, -0.277, -0.024, -0.001, -0.146, -0.202, 0.057, 0.116, -0.084, -0.074, 0.098, 0.097, 0.098, 0.169, -0.305, 0.155, -0.365, 0.173, -0.323, 0.012, -0.318, 0.124, -0.029, 0.081, 0.074, 0.081, 0.112, -0.032, 0.083, 0.083, 0.077, 0.175, -0.472, 0.078, 0.144, -0.218, -0.031, -0.679, -0.701, -0.102, -0.025, 0.110, 0.107, 0.670, 0.691, 0.099, 0.141, 0.090, 0.117, 0.091, 0.101, 0.095, 0.091]
}

Which formula does entry 3 have? C10H17IO